(1)
# C3H3ClF2

A single C3H3ClF2 molecule in a non-equilibrium geometry (ωB97M-V/def2-TZVPD, the OMol25 dataset).

XYZ file:
```
9
Properties=species:S:1:pos:R:3:lowdin_charge:R:1
C -0.0291 -0.0297 0.2609 -0.081
C 0.2638 0.6103 1.5566 -0.288
F -0.0556 1.8927 1.6869 0.061
C 1.3252 -0.0125 2.5359 -0.770
F 1.4868 0.5817 3.6667 0.055
Cl 1.9460 -1.4948 2.1994 0.783
H -0.1612 -1.0717 0.4599 0.050
H 0.9351 -0.0306 -0.3407 0.105
H -0.7606 0.4785 -0.3594 0.085
```

Results
orbital gap = 8.74 eV
total charge = 0
energy above the lowest of the compared OMol25 structures with the same formula, charge and spin = 2.051 eV
M = 112.51 g/mol



(2)
# C23H41BrP2W

C23H41BrP2W as an isolated structure in a non-equilibrium geometry (ωB97M-V/def2-TZVPD, the OMol25 dataset).

XYZ file:
```
68
Properties=species:S:1:pos:R:3:lowdin_charge:R:1
W 0.6629 -0.3355 -0.5541 1.465
C -1.1754 -0.6635 0.7280 -0.282
C -0.8542 -1.8345 -0.0186 -0.315
C 0.9800 -1.2859 1.3258 -0.361
C -0.0540 -0.3122 1.5372 -0.360
C 0.4905 -2.2281 0.3379 -0.354
C -2.5503 -0.1524 1.0115 0.018
H -3.2196 -0.3485 0.1634 0.077
H -2.5068 0.9290 1.2265 0.096
H -2.9581 -0.6620 1.9059 0.131
C -0.0614 0.8199 2.5113 -0.057
H -0.7769 1.5903 2.1925 0.091
H 0.9352 1.2760 2.6193 0.036
H -0.3964 0.4524 3.4917 0.121
C 2.2980 -1.3092 2.0092 -0.019
H 2.2522 -2.0472 2.8180 0.118
H 2.5277 -0.3351 2.4460 0.074
H 3.1213 -1.5604 1.3316 0.099
C 1.2018 -3.4349 -0.1695 0.006
H 1.1217 -4.2135 0.6009 0.120
H 2.2559 -3.2302 -0.3976 0.097
H 0.7512 -3.7851 -1.1044 0.091
C -1.8464 -2.7012 -0.7006 0.007
H -2.0725 -3.5329 -0.0267 0.123
H -1.5110 -3.1069 -1.6547 0.091
H -2.7827 -2.1874 -0.8746 0.076
C -0.8654 2.2459 -1.9151 -0.133
C -2.1179 1.7181 -2.0314 -0.053
C -2.4734 0.3833 -2.6288 -0.170
C -1.3844 -0.2656 -3.5326 -0.231
C -0.1197 -0.6876 -2.8779 -0.260
C 1.1751 -0.0436 -2.8860 -0.347
C 1.5045 1.3989 -2.8526 -0.300
C 0.3009 2.4095 -2.8218 -0.213
H -3.3969 0.6064 -3.2062 0.130
H -1.2322 0.4014 -4.4320 -0.010
H -2.8166 -0.3822 -1.8844 0.090
H -0.0262 2.5683 -3.8842 0.012
H -0.7142 2.7047 -0.9436 0.082
H -2.9313 2.1720 -1.4517 0.122
H 0.7712 3.3615 -2.5166 0.130
H 2.1392 1.6403 -1.9715 -0.029
H 2.0435 -0.7307 -2.8816 0.097
H 2.2584 1.6819 -3.6475 0.131
H -1.8476 -1.1792 -3.9494 0.127
H -0.0069 -1.7829 -2.9051 0.104
P -0.5281 1.7128 -5.6848 0.794
C -0.6449 3.4891 -6.1396 -0.245
C -1.6603 0.9291 -6.9091 -0.241
P 1.7086 -0.3758 -5.3868 0.930
C 1.1386 1.2331 -6.1661 -0.501
C 1.0823 -1.5769 -6.6277 -0.246
C 3.4067 -0.2570 -6.0520 -0.255
H 0.2185 4.0312 -5.7274 0.050
H -1.5571 3.9076 -5.6847 0.057
H -0.6809 3.6069 -7.2366 0.056
H -1.5101 1.3831 -7.9038 0.056
H -2.6951 1.1192 -6.5704 0.058
H -1.5238 -0.1662 -6.9434 0.036
H 3.3078 0.1021 -7.0943 0.065
H 3.8748 -1.2546 -5.9974 0.058
H 3.9893 0.4575 -5.4538 0.050
H 1.8590 2.0180 -5.8662 0.069
H 1.1501 1.0840 -7.2606 0.071
H 1.7603 -2.4473 -6.5855 0.056
H 1.1064 -1.1052 -7.6257 0.063
H 0.0669 -1.9201 -6.3764 0.038
Br 1.9592 1.6400 0.2525 0.516
```

Results
orbital gap (alpha / beta) = 4.44 / 4.50 eV
total charge = +2
energy above the lowest of the compared OMol25 structures with the same formula, charge and spin = 0.000 eV
multiplicity = 3
M = 643.27 g/mol



(3)
# C4H9N3O

A single C4H9N3O molecule in a non-equilibrium geometry (ωB97M-V/def2-TZVPD, the OMol25 dataset).

XYZ file:
```
17
Properties=species:S:1:pos:R:3:lowdin_charge:R:1
C 1.7618 0.4939 -0.0723 -0.036
C 0.4904 -1.6782 0.1658 -0.047
N -1.2707 0.0884 -1.3341 0.151
C -0.7695 0.5514 -0.0791 -0.724
C 0.4495 -0.2058 -0.0457 -0.172
N -0.6539 1.9745 -0.0643 0.094
N -2.0911 0.1100 0.7284 0.023
O -2.2012 -0.9644 1.2452 -0.041
H -1.4933 -0.9057 -1.3181 0.039
H -0.6631 2.3394 0.8813 0.088
H -1.4328 2.3612 -0.5849 0.082
H 2.0338 0.7744 0.9555 0.109
H 2.5563 -0.1528 -0.4488 0.086
H 0.7503 -2.1788 -0.7731 0.102
H -0.4509 -2.1006 0.5117 0.066
H 1.2854 -1.9274 0.8756 0.096
H 1.6989 1.4205 -0.6431 0.085
```

Results
orbital gap (alpha / beta) = 7.29 / 7.34 eV
total charge = 0
energy above the lowest of the compared OMol25 structures with the same formula, charge and spin = 6.046 eV
M = 115.14 g/mol



(4)
# C18H19Cl3N2O5S

A single C18H19Cl3N2O5S molecule in a non-equilibrium geometry (ωB97M-V/def2-TZVPD, the OMol25 dataset).

XYZ file:
```
48
Properties=species:S:1:pos:R:3:lowdin_charge:R:1
C -2.6419 -1.2494 1.8295 -0.066
C -2.6744 0.0995 1.1290 -0.564
C -3.5627 1.0999 1.8417 -0.059
H -4.5095 0.6387 2.1137 0.091
H -3.0792 1.4694 2.7441 0.094
H -3.7686 1.9398 1.1798 0.083
C -1.2696 0.6903 0.8438 -0.141
N -0.9220 0.3235 -0.5005 0.019
C -0.6505 1.0900 -1.6065 -0.383
O -0.0474 2.1111 -1.7429 0.139
C -1.3694 0.0855 -2.5227 -0.159
N -0.5634 -0.6195 -3.4624 0.133
C -1.1021 -1.2681 -4.5291 -0.475
O -2.2914 -1.3036 -4.7369 0.085
C -0.0646 -1.9137 -5.4420 -0.052
C 1.0859 -2.5028 -4.6797 -0.256
C 2.2973 -1.8279 -4.5755 -0.057
C 3.3406 -2.3628 -3.8391 -0.079
C 3.1835 -3.5772 -3.1939 -0.088
C 1.9799 -4.2559 -3.2904 -0.078
C 0.9382 -3.7218 -4.0271 -0.037
H -0.0002 -4.2521 -4.1031 0.119
H 1.8536 -5.2051 -2.7911 0.103
H 3.9969 -3.9948 -2.6200 0.102
H 4.2771 -1.8296 -3.7705 0.104
H 2.4281 -0.8811 -5.0813 0.116
H 0.2865 -1.1371 -6.1259 0.130
H -0.5796 -2.6755 -6.0292 0.129
H 0.4303 -0.6756 -3.2950 0.142
C -1.7427 -0.6264 -1.2019 -0.274
H -1.4965 -1.6786 -1.0769 0.136
S -3.4465 -0.2250 -0.5700 1.042
O -3.7292 1.0889 -1.1328 -0.476
H -2.2458 0.5055 -3.0275 0.156
C -0.2352 0.1554 1.8232 -0.471
O 0.4945 -0.7717 1.6227 0.133
O -0.2792 0.8580 2.9707 -0.035
C 0.6861 0.5498 3.9545 -0.315
C 1.7842 1.6128 3.9541 -1.556
Cl 2.9938 1.1871 5.1769 0.606
Cl 2.5584 1.6991 2.3555 0.644
Cl 1.0917 3.1983 4.3458 0.609
H 0.1851 0.5465 4.9260 0.131
H 1.1294 -0.4314 3.7433 0.126
H -1.2890 1.7826 0.9272 0.180
H -3.6254 -1.7116 1.7722 0.085
H -1.9180 -1.9200 1.3727 0.086
H -2.3835 -1.1329 2.8811 0.098
```

Results
orbital gap = 9.78 eV
total charge = 0
energy above the lowest of the compared OMol25 structures with the same formula, charge and spin = 0.000 eV
M = 481.78 g/mol



(5)
# C26H22AsCl2F6N9O2PS2SeSn

C26H22AsCl2F6N9O2PS2SeSn as an isolated structure (ωB97M-V/def2-TZVPD, the OMol25 dataset).

XYZ file:
```
73
Properties=species:S:1:pos:R:3:lowdin_charge:R:1
Sn 0.2299 0.7027 -0.2480 1.162
C -0.5568 -3.9518 3.5410 -0.031
N -0.3564 -3.4276 2.2070 -0.121
C -0.9344 -3.9165 1.0695 -0.041
C -0.5752 -3.0688 0.0604 -0.123
N 0.2051 -2.0709 0.5547 0.017
C 0.3204 -2.3004 1.8426 -0.479
P 1.1904 -1.2213 3.0070 1.181
C 2.4573 -0.5117 1.9162 -0.460
N 2.2756 0.1471 0.7885 -0.062
C 3.4984 0.5393 0.3444 -0.127
C 4.4476 0.0896 1.2125 -0.035
N 3.7809 -0.5700 2.2058 -0.117
C 4.4031 -1.2285 3.3410 -0.027
C 0.0282 0.1853 3.0182 -0.428
N -0.3016 0.9406 1.9858 -0.064
C -1.2466 1.8277 2.4083 -0.105
C -1.4893 1.6094 3.7286 -0.029
N -0.6786 0.5732 4.1070 -0.116
C -0.6465 -0.0100 5.4346 -0.025
H -0.5940 -5.0382 3.4972 0.092
H 0.2764 -3.6578 4.1765 0.066
H -1.4882 -3.5787 3.9686 0.095
H -1.5577 -4.7928 1.0844 0.123
H -0.8677 -3.1031 -0.9757 0.107
H 3.6187 1.0988 -0.5651 0.117
H 5.5188 0.1756 1.2081 0.126
H 5.4757 -1.0641 3.2793 0.092
H 4.0320 -0.8124 4.2761 0.085
H 4.2066 -2.2993 3.3148 0.092
H -1.6912 2.5425 1.7393 0.116
H -2.1632 2.0837 4.4190 0.128
H -0.7180 0.7839 6.1752 0.095
H -1.4774 -0.7032 5.5677 0.097
H 0.2919 -0.5412 5.5751 0.062
F -2.4471 -0.6813 1.0143 -0.267
As -3.5078 -0.1985 -0.2941 0.714
F -4.6417 0.4323 0.8422 -0.240
F -2.6633 1.3459 -0.3285 -0.335
F -4.4796 0.3018 -1.6284 -0.241
F -2.3076 -0.8306 -1.4216 -0.404
F -4.2633 -1.7532 -0.2645 -0.244
O 3.0604 -2.6507 -0.2167 -0.275
S 3.1677 -2.4859 -1.6320 0.646
O 4.4537 -2.3432 -2.2409 -0.262
N 2.2148 -1.1898 -2.1205 -0.078
C 1.3307 -1.5733 -2.9647 -0.681
S 0.4828 -0.2340 -3.7212 0.590
C 1.2647 -3.0289 -3.2713 -0.199
C 0.4879 -3.7341 -4.1743 -0.015
C 0.6749 -5.1089 -4.2640 -0.042
C 1.6207 -5.7604 -3.4818 -0.051
C 2.4281 -5.0489 -2.5994 -0.022
C 2.2226 -3.6904 -2.5171 -0.221
H -0.2368 -3.2437 -4.8066 0.061
H 0.0756 -5.6778 -4.9612 0.114
H 1.7438 -6.8311 -3.5722 0.111
H 3.1894 -5.5392 -2.0093 0.125
Cl -0.9398 3.0379 -2.3143 0.701
C 0.0892 4.2390 -1.6230 -0.578
C 0.0855 5.4968 -2.1707 -0.122
C 0.8986 6.4898 -1.6227 -0.071
C 1.7190 6.2197 -0.5252 -0.128
C 1.7300 4.9605 0.0178 -0.604
Cl 2.7564 4.6557 1.3694 0.677
C 0.9197 3.8621 -0.4901 -0.495
N 0.9798 2.6890 0.0376 -0.104
H -0.5519 5.7080 -3.0175 0.103
H 0.8937 7.4805 -2.0547 0.105
H 2.3467 6.9899 -0.1004 0.100
Se -1.5796 -0.9030 -4.1064 0.775
C -1.3512 -1.2508 -5.9228 -0.687
N -1.2402 -1.4681 -7.0472 0.078
```

Results
orbital gap (alpha / beta) = 6.57 / 6.16 eV
total charge = 0
energy above the lowest of the compared OMol25 structures with the same formula, charge and spin = 0.646 eV
multiplicity = 2
M = 1045.12 g/mol



(6)
# C27H38N4O5

A single C27H38N4O5 molecule in a non-equilibrium geometry (ωB97M-V/def2-TZVPD, the OMol25 dataset).

XYZ file:
```
74
Properties=species:S:1:pos:R:3:lowdin_charge:R:1
C 0.0511 2.7007 -5.3108 -0.079
O 1.1115 1.8357 -5.6439 -0.080
C 1.6437 1.0537 -4.6666 -0.264
C 2.6987 0.2269 -5.0516 -0.005
C 3.3045 -0.5936 -4.1228 -0.073
C 2.8643 -0.6117 -2.8104 -0.051
C 1.8000 0.1937 -2.4206 -0.165
C 1.3284 0.0838 -0.9918 -0.123
C 0.5713 1.2832 -0.3830 -0.412
O -0.2195 1.9613 -1.0112 0.067
N 0.8232 1.4175 0.9288 0.132
C 0.1286 2.3331 1.8214 -0.276
C 0.3205 3.8076 1.4194 -0.137
C -1.0239 4.4655 1.7146 -0.189
C -2.0183 3.3881 1.2952 -0.193
C -1.4009 2.1059 1.8523 -0.132
N 0.4118 -1.0565 -0.8126 0.019
C -0.6462 -1.2004 -1.7908 -0.130
C -0.2999 -2.2068 -2.8967 -0.142
C -1.0029 -1.8916 -4.2207 -0.435
C -0.4531 -2.7917 -5.3245 -0.072
C -2.5159 -2.0559 -4.1019 -0.070
C 0.5486 -1.7801 0.3095 -0.410
O 1.4352 -1.5246 1.1245 0.009
C -0.4220 -2.9271 0.5274 -0.068
C -0.2357 -3.5994 1.8937 -0.082
C -0.8796 -2.7734 2.9990 -0.461
O -1.9554 -3.0437 3.4830 0.081
N -0.1225 -1.6997 3.3603 0.168
C -0.4748 -0.7296 4.2643 -0.294
C -1.5951 -0.6816 5.1379 0.062
C -1.4357 0.5001 5.7986 -0.317
C -2.2406 1.1719 6.8467 0.000
O -0.3191 1.1102 5.3615 -0.004
N 0.2739 0.3412 4.4080 0.099
C 1.1957 1.0292 -3.3499 0.028
H -0.1914 3.2345 -6.2283 0.094
H 0.3437 3.4188 -4.5391 0.100
H -0.8298 2.1458 -4.9720 0.095
H 3.0272 0.2527 -6.0783 0.117
H 4.1273 -1.2254 -4.4228 0.106
H 3.3417 -1.2577 -2.0880 0.119
H 2.2012 -0.1331 -0.3663 0.145
H 1.4060 0.7230 1.3730 0.126
H 0.5483 2.1467 2.8111 0.119
H 1.1481 4.2699 1.9548 0.110
H 0.5222 3.8597 0.3504 0.107
H -1.1580 5.3987 1.1700 0.107
H -1.1177 4.6678 2.7833 0.111
H -3.0242 3.5648 1.6738 0.105
H -2.0518 3.3312 0.2075 0.101
H -1.6799 1.2294 1.2689 0.110
H -1.7246 1.9440 2.8807 0.100
H -0.7975 -0.2144 -2.2339 0.120
H -1.5753 -1.4818 -1.2920 0.122
H 0.7777 -2.1785 -3.0636 0.107
H -0.5633 -3.2190 -2.5834 0.114
H -0.7790 -0.8526 -4.4857 0.125
H 0.6181 -2.6419 -5.4384 0.072
H -0.9329 -2.5663 -6.2736 0.077
H -0.6340 -3.8385 -5.0890 0.081
H -2.9280 -1.3691 -3.3672 0.072
H -2.7647 -3.0725 -3.8042 0.083
H -2.9932 -1.8553 -5.0581 0.077
H -0.2630 -3.6614 -0.2648 0.124
H -1.4486 -2.5636 0.4460 0.128
H -0.7247 -4.5737 1.8837 0.124
H 0.8283 -3.7285 2.0959 0.123
H 0.7295 -1.5248 2.8265 0.118
H -2.3666 -1.4137 5.2301 0.106
H -1.6428 1.3097 7.7464 0.089
H -2.5594 2.1547 6.5030 0.088
H -3.1126 0.5697 7.0811 0.087
H 0.3922 1.6699 -3.0288 0.093
```

Results
orbital gap = 9.28 eV
total charge = 0
energy above the lowest of the compared OMol25 structures with the same formula, charge and spin = 0.037 eV
M = 498.62 g/mol